(1)
Density functional theory data (ωB97M-V with the def2-TZVPD basis set) for 12 unconnected molecules or ions with the total composition C24H72O24.

Values from the calculation:
multiplicity = 1

Last column: Löwdin charge in e.
Atoms and positions in Å:
H  -2.793  -3.147  -1.288  0.115
H  5.211  -1.129  -1.428  0.118
H  3.777  -2.093  -3.065  0.050
H  -5.016  0.960  0.123  0.053
C  4.312  0.748  -1.344  -0.214
H  -1.463  1.733  -2.802  0.049
H  2.831  4.506  0.857  0.115
H  -2.462  -2.083  3.602  0.107
H  3.548  -4.606  -2.458  0.109
H  1.595  -1.993  -2.131  0.064
H  3.168  5.441  2.334  0.113
H  0.247  1.059  -0.664  0.118
O  -4.511  2.339  1.696  -0.046
H  1.227  -5.359  1.801  0.028
H  -0.052  7.404  -2.281  0.076
H  -1.302  -2.915  -0.232  0.102
H  -1.609  4.215  -4.133  0.114
H  3.713  0.947  4.283  0.102
H  -1.414  -0.761  1.122  0.117
O  0.940  2.859  1.921  -0.080
O  -2.969  -3.468  0.687  -0.063
H  4.721  0.941  1.794  0.105
H  -4.225  -0.504  -3.556  0.115
O  -0.105  -4.960  3.297  -0.081
H  -1.026  -5.227  3.271  0.091
H  2.981  -1.409  3.380  0.039
H  4.363  -0.736  1.715  0.117
H  -5.944  -1.909  -2.044  0.077
C  -0.730  0.605  -0.500  -0.210
C  2.832  4.479  1.947  -0.153
C  -2.741  3.821  2.261  -0.228
H  -2.964  -6.064  -1.754  0.084
H  2.590  1.391  1.817  0.054
C  -1.609  -4.907  -0.840  -0.230
H  -0.346  -4.228  5.212  0.109
H  -0.285  0.545  1.597  0.103
C  -2.167  -3.529  -0.482  -0.235
H  0.374  2.474  2.593  0.071
H  1.484  5.061  -1.559  0.102
C  2.816  -3.781  0.580  -0.221
O  3.361  -1.081  4.198  -0.067
O  -1.855  -2.755  3.283  -0.068
O  0.410  6.924  -1.591  -0.082
H  -2.231  4.807  -1.708  0.041
O  -1.895  5.229  -0.914  -0.071
H  -0.993  -5.271  -0.017  0.114
C  1.754  -4.392  -2.916  -0.222
H  -1.399  2.790  -5.019  0.115
C  -0.565  4.778  -0.664  -0.216
H  3.739  3.347  3.333  0.072
H  3.676  -5.355  1.688  0.115
O  2.786  0.462  1.676  -0.091
H  0.734  4.854  2.554  0.100
O  4.561  1.463  -2.567  -0.053
O  0.568  -1.043  0.713  -0.095
H  1.675  3.909  3.667  0.113
H  5.159  -0.057  4.083  0.113
H  -3.332  3.095  0.320  0.108
C  -3.288  2.897  -3.887  -0.217
O  3.783  3.470  2.382  -0.096
O  -3.349  4.319  3.465  -0.063
H  1.242  -2.668  -4.229  0.121
H  1.681  -2.422  1.397  0.027
H  0.002  -2.034  2.992  0.087
C  -4.985  -0.355  -2.790  -0.211
C  4.057  0.185  2.213  -0.216
O  2.400  -2.980  1.702  -0.080
H  1.353  -0.515  0.873  0.044
C  -3.804  3.443  1.239  -0.244
C  2.978  -5.269  0.855  -0.187
H  -0.166  -3.471  -3.653  0.118
C  -4.509  -0.095  -1.352  -0.292
H  -3.421  1.947  -3.370  0.093
C  -0.543  -0.178  0.823  -0.196
O  1.675  -5.880  1.131  -0.075
H  -5.647  0.483  -3.010  0.112
H  -3.878  -0.913  -1.005  0.108
C  0.840  -3.177  -3.353  -0.200
O  3.822  -1.149  -2.901  -0.079
H  -4.360  4.354  1.017  0.131
H  -2.647  4.757  3.951  0.080
O  3.003  -3.848  -2.682  -0.072
C  0.100  -3.897  4.274  -0.148
H  1.945  -3.690  -0.069  0.103
H  3.344  -5.850  0.009  0.112
C  1.442  4.027  2.609  -0.197
O  -3.783  3.860  -2.974  -0.061
H  -1.411  1.444  -0.357  0.102
H  -0.589  -0.851  -1.798  0.044
H  -4.281  4.470  -3.523  0.094
H  -0.596  -1.785  4.558  0.118
C  4.194  -0.763  -1.572  -0.216
H  1.158  -3.753  4.495  0.113
H  4.099  0.995  -3.267  0.070
H  5.054  0.900  -0.560  0.111
H  0.348  5.147  -2.692  0.096
O  -1.080  2.597  -2.972  -0.063
C  4.113  0.057  3.797  -0.196
H  -4.634  2.483  2.637  0.091
C  0.474  5.461  -1.656  -0.183
H  -3.885  0.799  -1.329  0.102
H  3.539  -1.282  -0.872  0.092
O  -1.180  -0.110  -1.645  -0.061
H  -2.109  4.625  1.884  0.107
H  -2.103  2.972  2.506  0.107
H  -0.519  3.691  -0.723  0.089
H  -0.974  -4.738  -1.710  0.096
H  -2.406  -3.159  1.401  0.029
H  1.365  -4.878  -2.021  0.103
O  -2.626  -5.891  -0.872  -0.047
O  -5.406  0.251  -0.394  -0.030
C  -1.796  3.143  -4.068  -0.225
O  -5.835  -1.507  -2.909  -0.078
H  -0.303  5.118  0.338  0.090
H  -3.914  2.844  -4.778  0.128
O  0.686  -2.220  -2.337  -0.069
H  3.611  -3.189  0.127  0.102
H  3.371  1.091  -0.915  0.098
H  1.765  -5.199  -3.648  0.123
C  -0.572  -2.537  3.769  -0.221

Force components x, y, z for each atom (eV/Å):
0.290 0.200 -0.258
0.120 -0.418 0.230
0.128 -0.304 0.615
-0.361 0.005 0.362
-1.753 -0.167 -0.984
0.233 -0.567 0.195
-0.123 -0.243 0.143
-0.006 -0.063 0.043
0.580 0.232 0.181
0.198 0.618 0.436
-0.343 0.181 -0.026
0.262 0.113 -0.359
-0.913 -0.481 0.386
-0.264 0.203 0.524
-0.200 -0.900 -0.237
0.257 0.413 -0.932
-0.048 0.163 0.439
-0.069 0.208 -0.061
-0.059 -0.007 -0.101
0.570 0.829 1.230
-0.329 -0.435 -0.106
0.398 0.226 0.619
0.453 0.458 0.439
1.098 0.932 0.469
-0.185 0.259 0.139
-0.282 -0.608 -0.044
0.067 -0.398 0.502
-0.048 -0.012 0.116
0.057 -0.078 0.533
-0.896 -1.612 1.940
0.371 0.774 -0.110
0.055 0.247 -0.108
-0.192 0.503 0.005
-0.633 0.422 1.469
-0.272 0.214 0.084
-0.438 0.269 0.158
0.209 -0.117 0.713
-0.342 -0.522 -0.229
0.329 0.587 1.039
-1.595 1.160 -0.677
0.205 0.466 0.014
-1.190 -0.576 -0.390
0.990 -1.130 1.136
-0.157 -0.318 -0.238
0.466 0.097 0.428
0.448 0.321 -0.023
-2.643 0.837 -0.581
-0.110 -0.591 -0.149
0.625 1.283 -1.262
-0.108 0.291 0.097
-0.018 -0.455 0.224
-0.845 -0.343 0.194
-0.257 0.008 -0.205
0.602 -0.145 1.218
-0.056 -0.907 -0.266
-0.160 -0.618 0.119
0.079 -0.036 0.073
0.239 0.438 -0.126
0.392 -0.396 0.552
0.047 0.079 -1.129
-0.225 -0.410 -0.274
0.471 -0.253 -0.205
-0.445 0.021 -0.045
0.446 -0.499 -0.233
-1.760 -0.102 1.063
0.707 0.283 0.500
0.638 -0.744 1.007
0.588 0.379 0.128
1.686 0.445 0.017
-1.231 0.177 0.786
0.035 -0.425 0.185
2.918 0.286 -1.226
0.102 -0.333 -0.195
-0.104 0.390 -0.833
1.641 0.467 -0.575
0.225 0.375 -0.493
0.117 -0.410 -0.092
-0.118 -1.165 -0.444
-0.549 1.757 -0.280
-0.575 -0.173 0.005
-0.163 0.041 0.183
1.405 -0.135 0.142
-1.597 0.511 -0.982
0.170 -0.265 -0.721
0.244 0.389 -0.105
1.603 1.488 -1.937
-0.544 0.507 -0.106
-0.254 -0.072 0.104
0.399 -0.434 -0.210
-0.132 0.368 0.394
0.089 -0.256 0.545
1.296 -1.346 -0.564
0.036 -0.095 -0.598
-0.088 -0.277 -0.080
0.372 0.314 -0.511
-0.929 -0.065 -0.156
-0.051 0.682 -0.204
-0.204 -0.364 -1.960
-0.416 -0.230 0.235
-1.395 0.368 -0.658
1.039 -0.191 -1.179
-0.078 0.393 0.411
-0.255 0.519 0.774
0.063 -0.097 -0.471
0.010 -0.340 -0.085
0.310 0.011 -0.061
-0.165 -0.584 -0.431
-0.027 -0.138 0.405
-0.243 0.280 0.364
-0.072 -0.355 -0.662
-2.797 -0.154 1.110
-0.006 -0.126 -0.587
0.203 -0.203 0.124
-0.089 -0.060 0.078
0.315 0.197 -0.280
0.300 -0.247 0.453
0.645 -0.901 -0.223
-0.187 0.272 -0.008
0.068 0.249 -0.575
1.688 -0.310 0.770



(2)
Density functional theory data (ωB97M-V with the def2-TZVPD basis set) for 12 unconnected molecules or ions with the total composition C24H72O24.

Values from the calculation:
multiplicity = 1

Last column: Löwdin charge in e.
Atoms and positions in Å:
H  -1.643  -5.949  -0.906  -0.002
H  -1.417  -4.997  -3.652  0.125
H  -4.295  -0.954  1.698  0.108
H  4.056  -2.482  2.104  0.082
C  -3.535  0.768  -2.829  -0.288
H  -3.217  2.235  0.130  0.097
C  2.361  4.130  -0.323  -0.150
H  4.052  1.385  -1.084  0.054
C  -0.033  0.274  -1.551  -0.248
H  2.146  3.583  0.666  0.125
C  4.641  1.152  1.453  -0.234
O  -1.912  -2.512  -2.565  -0.061
C  0.892  1.753  2.696  -0.261
C  -3.644  -1.834  1.571  -0.228
H  3.851  -3.231  -2.389  0.133
O  2.656  2.959  -1.201  -0.099
H  -4.315  3.214  -3.678  0.079
H  1.643  -2.278  4.634  0.132
H  0.746  -6.418  1.025  0.131
C  1.317  -2.101  3.592  -0.178
H  -3.358  1.513  -2.028  0.118
C  -1.277  4.789  -0.510  -0.175
H  2.190  -1.461  1.662  0.111
H  1.166  1.532  1.629  0.113
H  4.841  -4.314  0.685  0.067
O  -1.188  -6.072  -0.102  -0.043
H  -4.423  3.954  1.358  0.096
C  -0.034  3.026  2.851  -0.169
H  3.308  5.312  1.535  0.088
H  -0.267  6.566  -0.378  0.012
O  -3.930  2.557  -4.246  -0.066
C  -2.585  -3.791  -2.210  -0.180
C  4.806  -2.619  -0.480  -0.160
H  2.152  -3.646  -0.137  0.062
H  -4.303  0.654  -4.839  0.141
H  2.603  -0.729  -0.681  0.059
O  4.992  -3.385  0.733  -0.085
H  -0.594  -4.447  0.917  0.086
H  1.401  4.591  -0.774  0.117
O  1.948  -4.900  1.067  -0.081
C  -2.229  -1.516  1.209  -0.201
O  0.615  -3.190  2.900  -0.103
O  3.320  -2.766  2.724  -0.088
C  -2.389  -4.983  -3.189  -0.186
H  4.548  4.461  -0.227  0.106
H  -2.275  4.428  -0.162  0.115
H  -3.676  -2.359  2.537  0.130
H  -3.768  1.282  2.671  0.087
C  -4.920  3.100  1.060  -0.261
H  2.995  -0.885  3.171  0.105
H  -2.031  -1.313  0.136  0.120
C  -4.411  1.267  -3.914  -0.234
C  3.772  -3.478  -1.288  -0.220
H  2.271  -5.361  1.823  0.115
O  -2.839  -6.158  -2.486  -0.077
H  -3.096  -4.850  -3.955  0.094
H  0.011  -0.591  0.267  0.102
H  -4.296  1.017  0.698  0.109
O  -1.107  3.166  1.873  -0.102
C  5.514  1.125  0.175  -0.261
H  -3.729  -6.084  -2.131  0.100
O  1.951  1.784  3.606  -0.050
H  -2.214  0.405  1.818  0.045
H  1.543  -6.092  -0.627  0.156
O  4.804  0.776  -0.985  -0.077
O  -4.025  -2.795  0.568  -0.086
H  -1.055  -0.023  -1.805  0.086
H  3.736  5.666  -1.379  0.173
H  6.396  0.473  0.247  0.122
H  -5.497  1.339  -3.530  0.152
H  -0.190  -4.257  -0.664  0.100
C  -3.902  1.993  0.891  -0.173
H  2.462  2.465  3.161  0.065
H  6.062  2.063  0.010  0.111
H  -3.535  -3.597  0.867  0.101
H  0.695  -1.581  -1.053  0.131
H  5.819  2.409  2.412  0.068
H  3.950  -4.597  -1.092  0.140
H  -0.492  2.891  3.839  0.117
O  -1.366  3.487  -2.640  -0.091
H  3.764  1.822  1.143  0.117
H  -1.622  -2.358  1.522  0.103
H  -6.103  4.289  0.083  0.138
H  2.033  2.319  -0.964  0.001
H  -1.629  3.539  -3.524  0.049
H  0.478  3.998  2.881  0.111
H  4.252  0.119  1.721  0.122
C  -1.236  4.841  -2.087  -0.180
H  -0.440  3.996  -0.335  0.098
O  3.585  5.840  0.769  -0.079
H  -2.290  -4.068  -1.190  0.075
O  -5.642  3.400  -0.104  -0.082
C  3.619  5.036  -0.354  -0.263
C  1.091  -5.662  0.323  -0.234
H  -5.656  2.929  1.882  0.139
H  -3.691  -3.555  -2.169  0.135
O  1.928  -0.065  -0.493  -0.054
H  0.377  0.346  -2.547  0.134
O  5.419  1.569  2.542  -0.040
O  -3.342  1.966  2.204  -0.079
H  -2.528  0.528  -3.272  0.139
O  -0.339  1.512  -0.892  -0.093
H  -2.536  -1.842  -2.588  -0.023
O  -0.887  6.104  0.082  -0.042
C  2.447  -1.674  2.696  -0.275
H  -4.674  -0.232  -1.817  0.085
H  4.413  -1.581  -0.344  0.107
C  -0.243  -4.981  0.096  -0.202
O  -3.897  -0.468  -2.301  -0.052
H  0.273  0.880  2.993  0.099
H  5.695  -2.565  -1.006  0.086
H  -1.930  2.829  2.224  0.015
H  -0.299  5.219  -2.454  0.099
H  -0.715  2.213  -1.504  0.059
O  -1.782  -0.426  2.101  -0.086
C  0.640  -0.565  -0.609  -0.275
H  1.117  -3.358  2.051  0.055
O  2.548  -3.033  -0.809  -0.103
H  0.626  -1.260  3.610  0.090
H  -2.053  5.479  -2.565  0.136

Force components x, y, z for each atom (eV/Å):
-1.013 -0.078 -1.742
0.579 -0.817 0.470
-0.099 -0.405 -0.802
-0.858 -1.409 1.022
3.213 -0.433 -0.319
1.387 0.336 -0.615
-0.419 -2.227 -1.789
0.168 0.062 -0.023
-4.021 1.985 -1.651
0.286 1.681 -0.822
-0.193 -0.344 -1.462
1.809 -4.226 0.129
-2.684 -0.773 -0.816
0.219 -1.198 -0.158
-0.187 -0.523 1.017
1.565 2.735 0.004
-0.294 0.288 0.474
-0.077 -0.647 -0.709
0.248 -1.057 -0.618
-1.274 0.707 -1.730
-0.270 -0.117 -0.438
2.470 -0.029 -1.697
-0.603 0.433 -0.049
0.141 0.480 0.723
-0.378 -0.724 -0.689
1.497 0.802 1.301
1.622 1.784 0.744
-0.982 -0.564 -0.096
0.141 0.239 -0.435
2.797 1.493 -2.448
0.244 0.129 -0.964
-0.675 1.945 -0.311
-2.036 -2.722 -0.027
1.077 0.713 -0.582
-0.482 0.298 0.801
-0.404 -0.171 0.067
0.976 2.853 0.770
-0.080 0.799 2.006
1.665 -0.276 1.180
1.424 2.112 -0.549
1.010 1.889 1.576
0.947 0.290 -0.101
2.204 -0.149 -1.493
-1.677 1.316 1.679
-0.368 -0.569 -0.810
1.063 0.708 0.075
0.100 0.449 0.014
-0.715 -1.172 1.183
-2.071 -1.057 -0.015
-0.181 1.252 0.063
-0.494 0.066 0.546
-1.506 0.656 -0.073
1.295 0.826 -0.204
0.369 -0.221 0.826
1.682 -0.527 -0.095
-0.670 0.413 -1.470
0.496 0.068 0.992
-0.598 -0.523 -0.474
1.996 0.125 0.333
0.777 -0.181 0.009
-0.051 0.510 -0.288
0.439 0.767 -0.695
0.624 -0.526 0.076
-0.532 0.495 1.101
-0.388 -0.241 -0.060
-0.382 -0.592 0.633
0.052 -1.317 0.189
-0.558 -1.301 2.588
-0.587 -0.580 0.263
1.328 -0.365 -0.864
-0.198 0.683 -1.706
-1.756 0.662 1.518
1.098 0.093 0.778
-0.582 0.627 0.310
-0.742 0.647 -0.639
-0.234 0.317 0.426
0.399 1.110 -0.479
-0.187 1.503 -0.505
0.125 0.226 0.008
0.610 0.723 3.175
0.763 -0.700 0.946
0.329 -0.167 -0.143
1.005 -2.157 -0.686
-1.880 -1.942 0.424
-0.729 0.059 -2.128
0.354 -0.374 -0.198
0.373 1.384 -0.481
-1.884 0.099 -0.482
-1.839 1.301 0.527
-0.388 1.760 1.148
0.071 0.073 -0.356
-1.350 2.040 -0.559
-0.090 -0.412 -1.450
-1.660 -2.012 0.082
0.616 -0.603 -0.293
1.058 -0.409 0.078
1.518 0.843 1.066
1.128 0.454 -0.117
-0.781 -1.012 0.884
1.061 0.509 -0.814
-0.698 0.820 0.259
0.560 1.829 -0.422
-2.235 1.904 0.111
-4.205 -3.955 1.839
0.334 -0.711 1.622
-1.030 -0.751 0.834
0.312 -1.028 0.456
-0.231 -2.051 -0.762
-0.490 -0.392 0.228
0.151 0.505 -0.320
2.127 0.231 -0.916
0.054 -0.298 0.424
0.643 0.422 0.169
0.644 -1.415 0.497
-0.322 -0.402 -1.059
0.328 -2.517 -1.075
-0.607 0.059 1.639
-2.168 -0.634 0.299
-0.339 0.045 0.304
0.860 -0.629 0.871



Computed E_tot, in the same sequence as the records: -75188.1740, -75184.5487 eV.
Computed ΔE to the lowest compared entry with this formula, charge and spin, in the same sequence as the records: 72.6, 156.2 kcal per mole.